Formula: C41H109N7O21
Source: the OMol25 dataset
Level of theory: ωB97M-V with the def2-TZVPD basis set

The geometry in XYZ format:
```
178
Properties=species:S:1:pos:R:3:lowdin_charge:R:1
C 0.765 1.264 3.162 -0.751
O 1.321 0.241 3.531 0.039
N 0.417 2.278 3.932 0.184
N 0.412 1.514 1.929 0.081
H 0.274 3.196 3.536 0.125
H 0.784 2.099 4.855 0.123
H 0.498 0.787 1.233 -0.002
H 0.372 2.472 1.610 0.110
C 5.472 -4.146 -1.775 -0.104
O 6.163 -3.169 -1.039 -0.182
C 5.920 -2.960 0.324 -0.225
C 6.378 -1.657 0.980 -0.195
N 5.417 -0.626 0.692 -0.084
C 5.575 0.649 1.497 -0.112
C 4.404 1.726 1.347 -0.159
O 4.326 2.045 -0.050 -0.144
C 3.177 2.833 -0.346 -0.159
H 6.171 -4.714 -2.388 0.083
H 4.850 -3.637 -2.511 0.083
H 4.921 -4.900 -1.212 0.087
H 6.576 -3.688 0.802 0.123
H 4.843 -3.002 0.487 0.106
H 7.362 -1.470 0.552 0.124
H 6.440 -1.825 2.055 0.128
H 5.419 -0.436 -0.300 0.114
H 6.578 1.009 1.266 0.114
H 5.453 0.363 2.541 0.118
H 4.686 2.619 1.905 0.129
H 3.518 1.275 1.795 0.110
H 3.299 3.516 -1.188 0.027
H 3.075 3.553 0.466 0.109
H 2.203 2.345 -0.372 0.095
C -5.173 0.331 7.394 -0.091
O -4.269 0.448 6.255 -0.226
C -3.785 1.764 6.157 -0.236
C -2.870 2.010 4.992 -0.180
N -3.583 1.553 3.760 -0.035
C -2.751 1.449 2.538 -0.132
C -1.764 0.207 2.462 -0.105
O -2.316 -1.097 2.681 -0.189
C -1.546 -2.177 2.388 -0.114
H -5.549 -0.692 7.363 0.085
H -6.079 0.930 7.305 0.086
H -4.777 0.424 8.405 0.085
H -3.140 1.825 7.034 0.124
H -4.674 2.392 6.105 0.129
H -1.870 1.593 5.104 0.098
H -2.831 3.083 4.800 0.119
H -4.057 0.695 4.002 0.036
H -2.251 2.417 2.524 0.080
H -3.434 1.498 1.689 0.118
H -1.149 0.404 3.340 0.103
H -1.076 0.226 1.617 0.071
H -1.960 -2.940 3.048 0.111
H -0.472 -2.172 2.572 0.123
H -1.648 -2.438 1.334 0.048
C -6.424 -0.159 4.053 -0.100
O -6.254 -1.520 3.682 -0.170
C -4.909 -1.990 4.014 -0.174
C -4.509 -2.861 2.820 -0.177
N -4.092 -2.033 1.620 0.015
C -4.164 -3.049 0.541 -0.125
C -3.250 -2.683 -0.666 -0.189
O -1.940 -2.448 -0.333 -0.265
C -1.170 -3.548 -0.007 -0.185
H -7.453 0.175 3.923 0.091
H -5.763 0.422 3.410 0.075
H -6.115 0.084 5.070 0.056
H -4.853 -2.541 4.953 0.120
H -4.161 -1.206 4.122 0.087
H -5.348 -3.517 2.586 0.117
H -3.743 -3.599 3.056 0.097
H -3.128 -1.739 1.684 0.006
H -5.219 -3.126 0.280 0.117
H -3.785 -4.020 0.859 0.109
H -3.797 -1.786 -0.956 0.177
H -3.209 -3.402 -1.483 0.160
H -0.159 -3.179 0.161 0.058
H -1.092 -4.321 -0.772 0.063
H -1.560 -4.104 0.846 0.143
C -0.835 1.985 -3.812 -0.168
O -0.350 3.183 -3.340 -0.135
C 1.038 3.177 -2.878 -0.186
C 1.469 4.530 -2.412 -0.186
N 2.908 4.650 -2.312 -0.030
C 3.146 4.838 -0.908 -0.353
C 4.635 5.076 -0.613 -0.172
O 4.949 5.577 0.679 -0.199
C 6.334 5.933 0.923 -0.067
H -0.448 1.066 -3.373 0.035
H -1.069 2.014 -4.877 0.130
H -1.838 2.204 -3.445 0.129
H 1.770 2.937 -3.650 0.120
H 1.196 2.513 -2.028 0.086
H 0.987 4.634 -1.440 0.085
H 1.019 5.325 -3.007 0.141
H 3.268 5.287 -3.008 0.137
H 2.588 4.112 -0.316 0.028
H 2.786 5.842 -0.684 0.145
H 4.983 5.763 -1.384 0.129
H 5.247 4.177 -0.670 0.126
H 6.636 6.631 0.142 0.081
H 6.926 5.020 0.857 0.084
H 6.331 6.466 1.874 0.089
C -5.988 -3.343 -2.437 -0.096
O -5.646 -1.941 -2.460 -0.155
C -4.404 -1.848 -3.213 -0.223
C -4.060 -0.384 -3.569 -0.151
N -2.746 -0.171 -4.144 -0.010
C -1.638 -0.563 -3.420 -0.270
C -0.467 -0.345 -4.318 -0.310
O -0.322 -1.279 -5.363 -0.123
C 0.116 -2.476 -4.710 -0.092
H -6.547 -3.665 -3.316 0.085
H -6.650 -3.371 -1.571 0.090
H -5.082 -3.949 -2.431 0.079
H -4.165 -2.545 -4.018 0.133
H -3.619 -2.218 -2.553 0.052
H -4.269 0.307 -2.752 0.124
H -4.865 -0.081 -4.237 0.114
H -2.596 -0.577 -5.056 0.129
H -1.696 -1.603 -3.098 0.127
H -1.529 0.064 -2.535 0.084
H 0.464 -0.269 -3.757 0.067
H -0.587 0.682 -4.662 0.053
H 0.575 -3.127 -5.454 0.090
H -0.700 -3.037 -4.254 0.077
H 0.991 -2.297 -4.085 0.075
C -0.280 0.363 -1.071 -0.127
C -1.091 -0.874 -0.542 -0.167
O -2.343 -0.956 -1.235 -0.092
O 0.716 0.797 -0.116 -0.154
H -0.798 1.242 -1.454 0.086
H 0.046 0.189 -2.096 0.093
H -1.201 -0.725 0.532 0.116
H -0.434 -1.717 -0.758 0.087
H -2.730 -1.788 -0.954 -0.228
H 1.604 0.681 -0.463 0.043
C 0.290 -3.531 -1.623 -0.315
C 0.492 -4.922 -1.053 -0.207
O 1.261 -4.986 0.162 -0.006
O 1.432 -2.975 -2.154 -0.045
H -0.063 -2.913 -0.798 -0.011
H -0.502 -3.573 -2.371 0.137
H 0.782 -5.564 -1.885 0.141
H -0.500 -5.368 -0.996 0.113
H 2.167 -5.298 0.099 0.101
H 2.073 -2.743 -1.479 -0.141
C -1.432 2.446 0.513 -0.247
C -0.478 3.218 -0.426 -0.179
O -0.761 4.665 -0.463 -0.048
O -2.657 2.147 -0.171 -0.033
H -1.725 2.816 1.495 0.079
H -0.973 1.491 0.771 0.054
H -0.418 2.682 -1.374 0.073
H 0.536 3.135 -0.036 0.090
H -1.514 4.801 -1.043 0.089
H -3.055 2.983 -0.424 0.096
C 1.655 -2.088 0.256 -0.112
C 2.086 -1.027 1.224 -0.137
O 2.737 -0.030 0.443 -0.151
O 2.781 -2.661 -0.520 0.019
H 0.979 -1.631 -0.466 0.102
H 0.984 -2.775 0.771 0.119
H 2.717 -1.326 2.061 0.149
H 1.157 -0.548 1.531 0.091
H 3.681 -0.072 0.614 0.028
H 3.188 -1.854 -0.844 0.105
C 2.867 0.468 -2.787 -0.157
C 4.142 1.202 -3.205 -0.162
O 4.667 0.907 -4.569 -0.070
O 1.635 0.722 -3.488 -0.154
H 2.591 0.475 -1.732 0.095
H 3.125 -0.557 -3.055 0.128
H 4.851 1.025 -2.396 0.114
H 3.871 2.244 -3.373 0.100
H 4.069 1.314 -5.200 0.069
H 1.582 0.443 -4.405 0.118
```

Output
HOMO   -0.2916 hartree
Frontier orbital gap   8.38 eV
LUMO energy   0.451 eV
2S+1   1
Electronic energy   -97662.266 eV

Formula: C14H25BrSb
Source: the OMol25 dataset
Level of theory: ωB97M-V with the def2-TZVPD basis set

The geometry in XYZ format:
```
41
Properties=species:S:1:pos:R:3:lowdin_charge:R:1
C 2.066 -3.567 0.827 -0.120
C 1.873 -2.622 -0.371 -0.279
C 1.033 -1.382 -0.054 -0.319
C 1.121 -0.339 -1.162 -0.380
Sb -0.134 1.458 -0.925 0.910
Br -1.739 3.629 -0.831 -0.158
C 1.325 2.512 0.359 -0.391
C 2.079 3.619 -0.368 -0.381
C 3.176 3.079 -1.272 -0.149
C -1.133 0.781 0.944 -0.332
C -2.286 -0.167 0.830 -0.311
C -3.303 -0.037 -0.118 -0.075
C -4.362 -0.947 -0.198 -0.094
C -4.432 -2.024 0.684 -0.125
C -3.440 -2.159 1.649 -0.114
C -2.387 -1.248 1.725 -0.069
H 1.300 -4.339 0.841 0.060
H 2.071 -3.039 1.776 0.061
H 3.018 -4.089 0.741 0.055
H 2.852 -2.305 -0.725 0.095
H 1.405 -3.186 -1.175 0.101
H 0.006 -1.710 0.084 0.096
H 1.418 -0.960 0.875 0.095
H 2.159 -0.029 -1.290 0.035
H 0.811 -0.809 -2.096 0.043
H -1.354 0.742 -1.947 -0.066
H 0.585 2.164 -2.369 -0.062
H 2.009 1.785 0.800 0.048
H 0.726 2.950 1.155 0.032
H 1.346 4.182 -0.946 0.059
H 2.514 4.314 0.350 0.089
H 4.036 2.751 -0.690 0.063
H 3.500 3.823 -1.996 0.061
H 2.832 2.218 -1.836 0.029
H -1.499 1.691 1.417 0.034
H -0.410 0.353 1.634 0.043
H -3.288 0.798 -0.799 0.060
H -5.113 -0.796 -0.956 0.090
H -5.250 -2.722 0.600 0.083
H -3.494 -2.986 2.343 0.086
H -1.636 -1.390 2.489 0.099
```

Output
HOMO   -0.1529 hartree
Frontier orbital gap   7.35 eV
LUMO energy   3.189 eV
Net charge   -1
2S+1   1
Electronic energy   -91503.344 eV

Formula: C14H24N2O2
Source: the OMol25 dataset
Level of theory: ωB97M-V with the def2-TZVPD basis set

The geometry in XYZ format:
```
42
Properties=species:S:1:pos:R:3:lowdin_charge:R:1
O -2.608 -0.993 2.520 0.092
C -2.352 -0.638 1.401 -0.523
N -3.282 -0.355 0.393 0.224
C -2.695 0.015 -0.778 -0.414
O -3.256 0.320 -1.797 0.109
C -1.178 -0.034 -0.540 -0.336
C -0.581 1.363 -0.850 -0.089
C -0.316 2.250 0.373 -0.184
C 0.954 3.102 0.247 -0.199
C 2.233 2.331 -0.109 -0.211
C 2.435 1.043 0.687 -0.212
C 3.626 0.230 0.173 -0.204
C 3.643 -1.217 0.686 -0.205
C 2.959 -2.257 -0.212 -0.203
C 1.426 -2.195 -0.275 -0.198
C 0.914 -1.348 -1.442 -0.185
C -0.604 -1.129 -1.472 -0.098
N -1.137 -0.426 0.848 0.143
H -4.278 -0.411 0.540 0.171
H 0.347 1.225 -1.397 0.090
H -1.270 1.862 -1.534 0.126
H -0.230 1.642 1.273 0.097
H -1.163 2.921 0.533 0.116
H 0.800 3.871 -0.513 0.110
H 1.101 3.612 1.202 0.110
H 2.227 2.091 -1.176 0.103
H 3.087 2.993 0.052 0.115
H 1.540 0.433 0.608 0.071
H 2.584 1.281 1.742 0.128
H 3.623 0.220 -0.920 0.108
H 4.547 0.730 0.481 0.111
H 4.684 -1.529 0.790 0.105
H 3.198 -1.252 1.684 0.112
H 3.243 -3.239 0.174 0.106
H 3.366 -2.181 -1.223 0.111
H 1.033 -3.208 -0.394 0.114
H 1.055 -1.827 0.681 0.088
H 1.434 -0.393 -1.454 0.085
H 1.184 -1.864 -2.366 0.121
H -1.102 -2.072 -1.233 0.132
H -0.900 -0.846 -2.484 0.127
H -0.291 -0.608 1.359 0.136
```

Output
HOMO   -0.3652 hartree
Frontier orbital gap   10.74 eV
LUMO energy   0.807 eV
2S+1   1
ΔE to the lowest compared entry with this formula, charge and spin   0.0000 eV
SMILES string   O=C1NC(=O)C2(CCCCCCCCCCC2)N1
Electronic energy   -21984.523 eV

Formula: C2H10N2O
Source: the OMol25 dataset
Level of theory: ωB97M-V with the def2-TZVPD basis set

The geometry in XYZ format:
```
15
Properties=species:S:1:pos:R:3:lowdin_charge:R:1
N 1.420 3.012 -3.133 -0.018
C 1.231 2.609 -1.776 -0.396
N 1.947 1.436 -1.283 -0.021
H 1.137 2.375 -3.869 0.062
H 2.335 3.386 -3.368 0.062
H 1.454 3.450 -1.128 0.101
H 0.174 2.363 -1.665 0.103
H 1.645 0.626 -1.814 0.052
H 2.950 1.496 -1.458 0.056
C -1.994 -3.969 3.115 -0.171
O -2.698 -2.753 2.924 -0.121
H -2.597 -4.622 3.748 0.070
H -1.950 -4.484 2.148 0.076
H -1.008 -3.895 3.573 0.077
H -2.177 -2.021 3.261 0.070
```

Output
HOMO   -0.3285 hartree
Frontier orbital gap   9.96 eV
LUMO energy   1.020 eV
2S+1   1
ΔE to the lowest compared entry with this formula, charge and spin   0.8466 eV
SMILES string   NCN.CO
Electronic energy   -7263.076 eV